Computed, not measured: a structure of composition C23H30Cl49FGaINO, with ωB97M-V with the def2-TZVPD basis set.

## Properties
gap between HOMO and LUMO	6.70	eV
net charge	-1
calculated total energy	-704670.4270	eV
E_HOMO	-5.4	eV
LUMO	1.3	eV

Each line ends with the Löwdin charge.
Atoms and positions in Å:
C -2.67085 -4.17337 -4.05393  -0.16
C -2.91979 -3.11863 -2.98394  -0.30
C -2.99668 -1.69083 -3.50942  -0.38
F -3.39384 -1.68841 -4.87651  -0.15
Ga -1.33837 -0.57455 -3.15046  0.16
I -1.96394 1.90192 -3.89441  0.33
C -1.04622 -0.52026 -1.14388  -0.29
N 0.37403 -0.69629 -0.69503  -0.17
C 0.53395 -2.06819 -0.18363  -0.17
C 0.30507 -1.03929 -4.27668  -0.23
C 0.50113 -2.44292 -4.64538  -0.85
O 0.59487 -2.82135 -5.78674  -0.02
Cl 0.63831 -3.69675 -3.35302  0.65
H -3.58739 -4.45739 -4.55383  0.04
H -2.17715 -5.01985 -3.61322  0.01
H -2.02081 -3.74523 -4.80815  0.03
H -3.88977 -3.35630 -2.55715  0.04
H -2.20313 -3.21601 -2.17578  0.06
H -3.81486 -1.20507 -2.98570  0.07
H -1.42229 0.42935 -0.77967  0.03
H -1.67185 -1.28872 -0.68119  0.04
H 0.42801 -0.13225 0.14023  -0.01
H 0.04171 -2.73563 -0.87841  0.01
H 1.57473 -2.36660 -0.15446  0.07
H 0.04357 -2.20266 0.78034  0.06
H 0.26857 -0.49633 -5.20697  0.05
H 1.16753 -0.69765 -3.71165  0.06
C 2.38567 2.63735 -0.11800  -1.55
Cl 1.55554 1.88838 1.24310  0.53
Cl 1.25678 3.49519 -1.15264  0.55
Cl 3.65001 3.73316 0.45059  0.49
H 2.85534 1.84844 -0.69003  -0.08
C -0.70704 0.70554 4.67369  -1.53
Cl 0.03056 -0.09743 3.29147  0.53
Cl 0.47698 0.94041 5.96218  0.51
Cl -1.42309 2.22181 4.14034  0.50
H -1.49656 0.07375 5.05594  0.01
C 4.38981 4.38766 4.20511  -1.58
Cl 5.60780 4.71806 5.44520  0.51
Cl 3.39949 3.00725 4.66886  0.52
Cl 3.40148 5.81567 3.91789  0.52
H 4.90379 4.14187 3.28593  -0.05
C 2.89310 -1.35606 8.61861  -1.55
Cl 3.94499 -1.28422 7.20910  0.50
Cl 2.20709 0.23226 8.96901  0.51
Cl 1.61143 -2.54722 8.38241  0.52
H 3.48375 -1.66233 9.47022  0.01
C -3.43608 5.88000 -2.33061  -1.51
Cl -5.07386 6.38921 -2.77958  0.50
Cl -3.04801 6.43366 -0.68266  0.49
Cl -3.21558 4.12715 -2.51552  0.31
H -2.74412 6.37050 -3.00068  0.01
C 6.77620 -1.49526 4.14630  -1.54
Cl 6.27289 -2.19189 2.60678  0.52
Cl 5.68449 -0.19452 4.62007  0.51
Cl 6.85732 -2.73494 5.40064  0.50
H 7.76330 -1.07823 4.02440  -0.04
C -5.36335 3.36722 1.06743  -1.54
Cl -6.93836 3.63317 0.32028  0.53
Cl -5.29967 4.13028 2.66380  0.48
Cl -5.00247 1.64545 1.17731  0.54
H -4.61265 3.82935 0.44373  -0.02
C -2.69328 -3.40067 -7.69570  -1.53
Cl -2.19197 -2.35537 -9.02122  0.54
Cl -4.41467 -3.78819 -7.82449  0.53
Cl -1.72699 -4.88295 -7.67029  0.56
H -2.53536 -2.87091 -6.76241  -0.01
C -2.59701 -6.22500 -0.52804  -1.51
Cl -1.02197 -6.32140 -1.32335  0.54
Cl -2.64255 -4.85293 0.58088  0.53
Cl -3.90028 -6.11136 -1.70958  0.56
H -2.73877 -7.12844 0.04754  0.01
C -1.43313 -8.52150 -7.41795  -1.57
Cl -2.76890 -9.32263 -8.24887  0.52
Cl -1.67756 -8.53680 -5.67408  0.53
Cl 0.10859 -9.26857 -7.84597  0.52
H -1.40931 -7.49098 -7.74088  -0.06
C -6.95289 -4.13379 -4.68667  -1.54
Cl -8.72044 -4.15863 -4.76563  0.51
Cl -6.38443 -2.69653 -3.85575  0.60
Cl -6.34876 -5.60281 -3.91027  0.51
H -6.57144 -4.11181 -5.69849  -0.02
C 6.18265 6.87355 0.00717  -1.54
Cl 5.69088 6.21821 -1.55137  0.53
Cl 5.11765 8.18893 0.49953  0.53
Cl 6.21620 5.60719 1.23848  0.51
H 7.18397 7.26754 -0.09218  0.01
C -2.09027 6.12163 4.05234  -1.55
Cl -1.68190 5.38647 5.59982  0.53
Cl -1.15559 7.60062 3.81049  0.53
Cl -1.84802 5.01054 2.70319  0.50
H -3.13486 6.38849 4.08028  -0.06
C 6.32462 0.31210 -1.13737  -1.52
Cl 4.56524 0.26936 -1.23061  0.60
Cl 6.86962 1.74928 -0.26716  0.52
Cl 6.94134 -1.15034 -0.36799  0.50
H 6.71618 0.35993 -2.14358  0.01
C 10.39441 -1.28771 6.89402  -1.54
Cl 10.10367 -0.39280 5.39948  0.55
Cl 9.60114 -0.49783 8.25534  0.53
Cl 9.87908 -2.96797 6.75771  0.51
H 11.45984 -1.27951 7.07435  0.01
C -7.43907 6.72989 4.80584  -1.54
Cl -5.77338 6.75384 4.22451  0.51
Cl -7.76757 8.12533 5.83606  0.52
Cl -8.56368 6.66782 3.45307  0.54
H -7.57257 5.83528 5.39777  0.01

Forces on the atoms, in the same order (eV/Å):
C 0.46 0.84 -0.11
C -0.97 -0.30 -0.28
C 0.56 0.37 0.20
F -0.06 -0.19 -0.27
Ga -0.06 -0.30 0.20
I 0.58 -1.18 -0.53
C 0.42 -0.12 -0.47
N -0.62 -0.26 0.46
C -0.16 0.24 -0.68
C -0.01 -0.28 0.65
C 0.24 0.26 -2.02
O -0.30 -0.31 1.00
Cl 0.07 0.22 0.16
H -0.24 -0.20 -0.06
H 0.09 -0.50 -0.12
H 0.33 -0.17 -0.23
H -0.16 -0.13 0.39
H 0.32 0.14 0.12
H -0.21 0.30 0.06
H -0.04 0.33 0.03
H -0.20 -0.10 0.14
H 0.38 0.37 -0.06
H -0.05 -0.28 -0.15
H 0.29 0.02 0.25
H 0.03 -0.11 0.32
H -0.03 0.19 -0.31
H 0.04 0.04 0.43
C -0.20 0.02 0.00
Cl 0.07 0.15 0.12
Cl -0.09 -0.04 -0.09
Cl 0.09 -0.04 0.03
H -0.11 0.17 0.03
C -0.03 0.06 -0.19
Cl 0.04 -0.31 0.02
Cl -0.05 0.04 0.01
Cl 0.05 -0.10 0.20
H 0.01 -0.05 0.02
C -0.09 -0.01 0.10
Cl 0.08 0.00 -0.02
Cl -0.04 -0.01 -0.05
Cl -0.03 -0.02 -0.04
H -0.02 -0.03 -0.04
C -0.05 0.01 -0.17
Cl -0.04 0.01 0.10
Cl 0.03 0.03 0.08
Cl -0.01 -0.02 0.04
H 0.01 -0.01 0.04
C -0.16 -0.22 0.22
Cl 0.04 -0.01 0.03
Cl -0.04 -0.11 -0.06
Cl -0.40 1.43 0.51
H 0.01 0.01 -0.02
C -0.26 -0.11 -0.06
Cl -0.01 -0.05 0.23
Cl 0.07 0.09 -0.05
Cl -0.16 0.05 -0.06
H 0.10 0.02 0.00
C -0.04 -0.18 0.08
Cl 0.01 0.03 -0.01
Cl -0.05 -0.25 -0.25
Cl 0.03 0.04 -0.01
H 0.10 0.08 -0.07
C 0.06 0.02 0.06
Cl -0.01 -0.01 0.01
Cl -0.03 -0.01 0.02
Cl -0.01 0.12 0.03
H -0.03 -0.01 0.03
C 0.04 0.11 -0.08
Cl -0.05 -0.03 0.02
Cl 0.00 0.01 0.03
Cl -0.02 -0.18 0.20
H 0.01 -0.03 0.02
C -0.01 -0.06 0.11
Cl 0.00 0.01 -0.02
Cl 0.00 0.02 -0.01
Cl 0.00 0.01 -0.01
H -0.01 0.01 -0.04
C 0.03 0.08 0.10
Cl -0.02 -0.03 -0.04
Cl -0.02 -0.02 -0.02
Cl -0.06 -0.01 -0.07
H 0.03 -0.02 -0.02
C -0.17 -0.01 -0.05
Cl 0.04 0.00 0.00
Cl 0.02 0.01 0.02
Cl 0.19 0.02 0.05
H 0.04 0.00 0.02
C 0.16 0.00 -0.13
Cl -0.02 -0.03 0.01
Cl -0.03 0.04 -0.02
Cl 0.07 0.20 0.04
H -0.08 0.02 0.00
C -0.07 0.06 0.13
Cl 0.12 -0.25 -0.10
Cl 0.03 0.02 -0.03
Cl 0.07 0.08 -0.26
H 0.00 0.00 -0.03
C -0.07 -0.06 0.09
Cl 0.00 -0.02 -0.04
Cl 0.00 0.01 0.00
Cl 0.25 0.04 0.04
H 0.03 0.01 0.01
C -0.02 0.04 -0.07
Cl -0.07 0.34 0.23
Cl 0.00 -0.02 0.02
Cl 0.00 -0.02 0.00
H 0.01 -0.02 0.02

***

Computed, not measured: a structure of composition C23H30CsN5O5S2Te, with ωB97M-V with the def2-TZVPD basis set.

## Properties
gap between HOMO and LUMO	5.41	eV
net charge	-2
calculated total energy	-71539.3009	eV
energy above the lowest of the compared OMol25 structures with the same formula, charge and spin	10.5	kcal/mol
E_HOMO	-1.6	eV
LUMO	3.8	eV

Each line ends with the Löwdin charge.
Atoms and positions in Å:
Cs 0.25294 0.62909 -1.46228  1.59
N 2.34361 -3.03049 -2.83160  0.01
C 2.05773 -4.39816 -2.38430  -0.29
C 2.09132 -4.52428 -0.85807  -0.22
C 3.40466 -4.02882 -0.26147  -0.23
C 3.36681 -3.91970 1.26279  -0.31
N 2.21711 -3.12810 1.68525  -0.01
H 1.47171 -2.57628 -3.10777  0.02
H 2.91480 -3.05488 -3.66507  0.06
H 2.80951 -5.07837 -2.80080  0.10
H 1.07267 -4.72386 -2.73575  0.10
H 1.92260 -5.57312 -0.58480  0.11
H 1.28379 -3.92993 -0.43018  0.10
H 3.59931 -3.04169 -0.68672  0.09
H 4.22967 -4.68894 -0.55704  0.10
H 4.32849 -3.50890 1.60495  0.10
H 3.26256 -4.91771 1.70320  0.10
H 2.25379 -2.19761 1.28386  0.04
H 2.18483 -2.99539 2.68801  0.01
Te 1.10262 -0.13654 3.71163  0.71
C 1.52584 -0.57214 5.72828  -1.09
C 1.24579 -1.70013 6.45849  -0.30
C 1.67254 -1.64792 7.81765  -0.25
C 2.28141 -0.47308 8.13535  -0.49
S 2.33012 0.56436 6.75904  0.85
H 0.73843 -2.54728 6.01577  0.08
H 1.52978 -2.45317 8.52850  0.08
H 2.70082 -0.15220 9.07688  0.04
O 0.77834 1.20991 0.79743  -1.04
S 1.37181 2.23810 1.74128  0.73
C 1.49530 3.78568 0.70317  -0.30
C 0.82263 4.89555 1.49239  -0.25
C -0.46293 4.26180 2.00396  -0.24
C -0.03998 2.95720 2.66618  -0.37
H 0.97351 3.61608 -0.24919  0.06
H 2.55610 3.96483 0.52031  0.08
H 0.61499 5.76857 0.87298  0.08
H 1.44884 5.19828 2.33910  0.11
H -1.12315 4.06392 1.15607  0.11
H -0.99266 4.90907 2.70495  0.11
H -0.80375 2.18354 2.67639  0.06
H 0.32539 3.10685 3.68350  0.07
N -2.10805 2.39472 -2.91930  0.15
C -1.41776 3.43756 -2.32628  -0.56
O -0.23580 3.26781 -1.98761  -0.20
C -2.16593 4.64651 -2.11264  -0.22
C -1.59749 5.74548 -1.42980  -0.25
N -1.15743 6.66159 -0.87548  0.11
C -3.48450 4.77584 -2.60433  -0.28
N -4.55192 4.88173 -3.04297  0.09
H -2.92830 2.63798 -3.45084  0.08
H -1.52470 1.66814 -3.32836  0.04
O -2.77934 -0.13124 -5.37677  0.07
C -3.25183 -0.57406 -4.17161  -0.28
C -4.59977 -0.49907 -3.85069  -0.04
C -5.04727 -0.95647 -2.61836  -0.10
C -4.15471 -1.51807 -1.72150  -0.09
C -2.80663 -1.60738 -2.05483  -0.03
C -2.34125 -1.12288 -3.26880  -0.09
C -0.85540 -1.13712 -3.62670  -0.75
O -0.31148 -2.24305 -3.77748  -0.01
O -0.31753 -0.00618 -3.71118  -0.40
H -3.50684 0.25145 -5.87688  0.10
H -5.30092 -0.07783 -4.56485  0.11
H -6.09684 -0.87203 -2.36577  0.09
H -4.50591 -1.90133 -0.77219  0.10
H -2.11206 -2.07622 -1.36713  0.12

Forces on the atoms, in the same order (eV/Å):
Cs 0.56 -0.65 0.57
N -0.03 -0.05 -0.01
C 0.06 0.06 0.19
C 0.18 0.15 -0.20
C -0.19 -0.08 0.16
C -0.13 0.07 -0.08
N 0.08 -0.19 -0.08
H 0.05 -0.04 -0.05
H -0.01 0.05 -0.02
H -0.02 -0.02 -0.06
H 0.05 -0.09 -0.09
H -0.09 0.04 0.06
H -0.07 -0.09 0.01
H 0.09 -0.01 0.00
H 0.02 0.06 -0.03
H 0.03 -0.05 0.04
H 0.04 -0.02 0.00
H -0.01 0.06 0.11
H 0.00 0.12 0.00
Te -0.03 -0.64 0.44
C 0.04 0.06 0.23
C 0.01 -0.02 -0.01
C -0.01 -0.02 0.00
C 0.06 0.19 -0.10
S -0.07 -0.13 -0.05
H 0.01 0.01 0.03
H -0.01 0.00 -0.02
H -0.03 -0.10 0.02
O 0.80 0.69 2.70
S -0.35 1.26 -0.57
C 0.19 -0.21 0.03
C -0.08 0.01 -0.01
C 0.09 -0.08 -0.02
C 0.05 0.08 0.04
H 0.10 -0.07 0.29
H -0.02 -0.01 -0.05
H 0.08 0.00 -0.03
H -0.01 0.05 -0.01
H -0.01 0.04 0.01
H -0.05 -0.03 -0.01
H 0.07 -0.07 0.09
H -0.05 -0.07 0.02
N 0.29 0.13 -0.10
C -0.32 -0.05 -0.23
O -0.18 0.70 -0.05
C -0.05 0.10 0.08
C 0.00 -0.11 -0.10
N 0.04 -0.02 0.02
C 0.20 0.14 0.04
N -0.04 -0.09 0.00
H -0.09 -0.09 0.09
H -0.11 0.02 -0.17
O 0.03 0.03 -0.04
C -0.19 -0.03 0.16
C -0.02 0.01 0.01
C 0.01 -0.02 -0.02
C 0.01 -0.07 0.04
C -0.14 -0.01 -0.13
C 0.26 0.04 -0.21
C -0.27 -0.24 -0.74
O -0.07 -0.11 0.26
O -0.81 -0.68 -2.50
H -0.01 -0.01 0.05
H 0.01 0.04 0.01
H 0.00 -0.01 -0.01
H 0.02 0.05 0.03
H 0.05 0.04 -0.03

***

Computed, not measured: the molecule C23H30N4O2, with ωB97M-V with the def2-TZVPD basis set.

## Properties
gap between HOMO and LUMO	9.13	eV
calculated total energy	-34393.7610	eV
energy above the lowest of the compared OMol25 structures with the same formula, charge and spin	39.2	kcal/mol
E_HOMO	-8.7	eV
SMILES string	C=CCCC(=O)N1CCC(n2nccc2NC(=O)CCCc2ccccc2)CC1
LUMO	0.4	eV

Each line ends with the natural charge from an NBO analysis.
Atoms and positions in Å:
C 6.08404 -0.59153 -3.98245  -0.39
C 5.64725 -0.11964 -2.83058  -0.17
C 4.69596 -0.83678 -1.92613  -0.43
C 5.36202 -1.15087 -0.57771  -0.48
C 4.42064 -1.92874 0.32875  0.69
O 4.48920 -3.14372 0.39503  -0.64
N 3.51746 -1.23178 1.05378  -0.44
C 3.25606 0.18640 1.03304  -0.23
C 1.84030 0.46056 0.51143  -0.40
C 0.77640 -0.31081 1.30308  -0.03
N 0.56244 0.27865 2.60663  -0.17
N 1.57122 0.53535 3.43662  -0.29
C 1.05151 1.09797 4.50890  -0.04
C -0.33541 1.21217 4.38951  -0.35
C -0.61559 0.66539 3.15196  0.30
N -1.85436 0.54100 2.51381  -0.64
C -2.41364 -0.65006 2.13346  0.70
O -1.82376 -1.70271 2.19257  -0.60
C -3.81557 -0.49652 1.57887  -0.50
C -3.77667 0.14102 0.18657  -0.38
C -5.18424 0.27941 -0.40475  -0.44
C -5.12151 0.92210 -1.76143  0.08
C -5.24269 2.29852 -1.90009  -0.25
C -5.15089 2.89358 -3.14592  -0.19
C -4.93222 2.11740 -4.27089  -0.22
C -4.80645 0.74453 -4.14299  -0.20
C -4.89932 0.15245 -2.89625  -0.25
C 1.17031 -1.78950 1.40723  -0.42
C 2.59735 -1.94202 1.92210  -0.24
H 6.77732 -0.04527 -4.59928  0.20
H 5.76249 -1.54880 -4.35871  0.19
H 5.98972 0.84284 -2.47029  0.19
H 3.81346 -0.21132 -1.76512  0.20
H 4.37292 -1.77135 -2.38738  0.22
H 5.71826 -0.23825 -0.09867  0.21
H 6.22187 -1.79772 -0.76023  0.24
H 3.97772 0.71231 0.41165  0.21
H 3.32478 0.56295 2.05961  0.24
H 1.63963 1.53241 0.56271  0.22
H 1.76777 0.14625 -0.53191  0.21
H -0.18137 -0.23354 0.77734  0.22
H 1.68138 1.39635 5.32278  0.21
H -1.03051 1.62097 5.09330  0.23
H -2.46743 1.33775 2.60864  0.41
H -4.42110 0.11427 2.25235  0.21
H -4.25970 -1.49031 1.51438  0.24
H -3.31199 1.12928 0.23789  0.20
H -3.16801 -0.47756 -0.47622  0.21
H -5.63756 -0.71059 -0.48178  0.21
H -5.79823 0.88491 0.26561  0.21
H -5.41790 2.90940 -1.02527  0.21
H -5.25223 3.96511 -3.23901  0.21
H -4.86247 2.58037 -5.24400  0.21
H -4.63755 0.13328 -5.01742  0.21
H -4.80407 -0.91996 -2.80135  0.21
H 1.09608 -2.23313 0.41309  0.21
H 0.46868 -2.30435 2.06243  0.25
H 2.89059 -2.99236 1.93005  0.25
H 2.67755 -1.52574 2.93067  0.21

Forces on the atoms, in the same order (eV/Å):
C 0.10 0.03 -0.16
C -0.20 -0.02 0.14
C 0.17 0.04 0.10
C -0.14 -0.19 -0.06
C 0.37 0.23 -0.07
O 0.11 -0.39 -0.16
N -0.15 0.01 0.24
C 0.06 0.44 -0.16
C 0.04 0.04 0.25
C 0.10 -0.34 -0.63
N -0.75 0.30 0.25
N 0.70 -0.05 0.22
C -0.27 0.04 -0.17
C -0.15 -0.12 -0.24
C 0.11 0.04 0.42
N 0.13 0.47 0.07
C -0.54 -0.07 0.01
O 0.11 -0.15 -0.01
C 0.18 -0.11 -0.17
C -0.30 -0.04 0.17
C 0.33 0.05 -0.05
C -0.15 -0.03 0.05
C -0.01 -0.03 0.01
C 0.02 0.10 -0.03
C 0.01 0.05 -0.09
C 0.04 -0.04 -0.08
C -0.01 0.02 0.03
C 0.03 0.09 0.26
C -0.13 -0.47 0.05
H 0.14 0.14 -0.07
H -0.11 -0.22 -0.03
H 0.10 0.15 -0.03
H -0.07 -0.04 0.00
H -0.07 0.01 0.00
H 0.02 0.03 -0.02
H -0.08 0.04 0.10
H 0.02 -0.05 0.01
H 0.14 0.01 -0.32
H -0.04 0.03 -0.04
H 0.01 0.01 -0.03
H 0.16 0.03 0.15
H 0.17 0.05 0.15
H -0.20 0.03 0.13
H 0.07 -0.13 -0.11
H -0.04 0.01 0.03
H 0.04 0.04 0.10
H 0.03 -0.02 -0.06
H 0.07 0.04 -0.03
H -0.07 0.00 0.05
H -0.06 -0.04 0.02
H -0.03 0.05 0.10
H -0.01 0.08 -0.01
H 0.00 0.03 -0.08
H 0.01 -0.05 -0.07
H 0.00 -0.13 0.01
H 0.00 -0.04 -0.05
H 0.00 0.02 -0.06
H -0.05 0.16 0.05
H 0.03 -0.13 -0.10